Below is a cluster of 2 separate species, C11H18 in total in a non-equilibrium geometry, with properties calculated with ωB97M-V/def2-TZVPD.

CARTESIAN COORDINATES (ANGSTROEM)
1 C 1.926 0.800 -1.781
2 C 1.304 2.015 -1.183
3 C 1.917 2.707 -0.124
4 C 1.266 3.742 0.522
5 C 0.032 4.129 -0.035
6 C -0.600 3.475 -1.073
7 C -0.045 2.260 -1.507
8 H 2.906 1.115 -2.142
9 H 1.295 0.365 -2.544
10 H 2.065 0.004 -1.040
11 H 2.917 2.400 0.166
12 H 1.618 4.307 1.367
13 H -0.539 4.968 0.352
14 H -1.565 3.757 -1.473
15 H -0.528 1.558 -2.168
16 C -2.006 -1.659 1.108
17 C -1.112 -2.720 0.530
18 C 0.389 -2.314 0.670
19 C -1.355 -4.114 1.173
20 H -1.734 -1.321 2.116
21 H -3.043 -1.979 1.164
22 H -1.858 -0.750 0.508
23 H -1.287 -2.854 -0.536
24 H 0.864 -2.341 -0.316
25 H 0.461 -1.257 0.888
26 H 0.912 -2.986 1.337
27 H -2.371 -4.494 1.060
28 H -0.609 -4.755 0.701
29 H -1.223 -4.057 2.258

Cartesian forces, eV/Å:
0.69 -0.06 0.57
-1.77 -0.76 1.02
0.33 -0.05 -0.33
-1.36 0.13 -1.28
-0.47 0.86 0.33
0.09 -1.87 0.07
1.60 1.36 -0.04
0.05 -0.53 -0.39
0.12 0.12 -0.48
0.16 0.21 0.03
-0.03 0.04 0.08
0.44 -0.15 0.13
0.43 0.15 0.27
-0.02 0.29 0.30
-0.26 0.22 -0.27
0.12 0.93 -0.02
0.59 -0.97 0.68
-0.82 -0.03 -1.27
0.33 0.94 -0.04
0.22 -0.49 0.03
-0.22 0.19 -0.30
-0.60 -0.10 -0.01
-0.38 0.22 -0.10
0.13 -0.49 0.07
0.16 0.17 0.82
0.27 0.28 0.35
0.04 0.00 -0.49
-0.26 -0.53 0.36
0.42 -0.06 -0.08

SMILES	Cc1ccccc1.CC(C)C
LUMO level	0.9	eV
maximum force	2.2	eV/A
highest occupied orbital energy	-8.9	eV
charge	0

Results of the natural (NBO) charge analysis, in e, for atoms 1 through 5:
1. C -0.630
2. C -0.020
3. C -0.208
4. C -0.212
5. C -0.223

---

Below is a cluster of 2 separate species, C11H18 in total in a non-equilibrium geometry, with properties calculated with ωB97M-V/def2-TZVPD.

CARTESIAN COORDINATES (ANGSTROEM)
1 C 0.444 -2.974 1.448
2 C 0.899 -1.507 1.034
3 C 0.016 -1.162 -0.076
4 C -1.293 -0.605 0.408
5 C -2.175 -0.522 -0.698
6 C -1.886 -0.811 -2.035
7 C -0.647 -1.230 -2.419
8 C 0.324 -1.451 -1.419
9 H 0.959 -3.748 2.008
10 H 0.264 -3.490 0.394
11 H -0.581 -2.833 1.879
12 H 0.735 -0.641 1.848
13 H 2.013 -1.549 1.060
14 H -1.514 -0.512 1.395
15 H -3.120 -0.164 -0.384
16 H -2.663 -0.685 -2.674
17 H -0.511 -1.516 -3.449
18 H 1.231 -1.986 -1.612
19 C 0.230 2.399 1.415
20 C 0.168 2.710 -0.100
21 C 1.600 2.504 -0.637
22 H 1.091 2.490 2.054
23 H -0.146 1.357 1.615
24 H -0.354 3.093 2.062
25 H -0.522 1.950 -0.576
26 H -0.393 3.642 -0.293
27 H 2.219 2.090 0.228
28 H 1.512 1.696 -1.485
29 H 2.100 3.456 -0.992

Cartesian forces, eV/Å:
-2.42 0.02 -2.41
1.73 -0.08 4.03
-1.59 1.58 0.24
3.08 -2.54 -7.87
0.72 0.48 2.52
1.24 0.38 2.58
0.58 -0.72 0.59
-1.58 0.49 0.90
0.79 0.75 0.49
0.23 0.86 2.14
0.74 -0.56 -0.28
0.10 -2.30 -1.19
-0.63 0.34 -1.38
-0.64 0.54 2.57
-1.31 0.23 -0.45
-2.00 0.28 -2.16
0.40 0.05 -0.13
0.52 0.10 -0.23
-2.41 -0.21 1.48
-0.38 -1.00 0.72
0.39 -0.76 -1.10
1.51 -0.09 -0.93
0.24 1.04 -0.13
-0.71 -0.45 -0.77
0.83 0.59 0.61
0.99 0.02 0.03
-0.61 0.43 -1.52
0.77 1.70 1.44
-0.56 -1.18 0.19

SMILES	CCc1ccccc1.CCC
LUMO level	1.0	eV
maximum force	8.8	eV/A
highest occupied orbital energy	-8.9	eV
charge	0

Results of the natural (NBO) charge analysis, in e, for atoms 1 through 5:
1. C -0.611
2. C -0.450
3. C 0.008
4. C -0.216
5. C -0.187

---

Below is a cluster of 2 separate species, C11H18 in total in a non-equilibrium geometry, with properties calculated with ωB97M-V/def2-TZVPD.

CARTESIAN COORDINATES (ANGSTROEM)
1 C 2.692 -0.534 -1.509
2 C 1.399 0.201 -1.780
3 C 0.934 1.184 -0.874
4 C -0.201 1.922 -1.118
5 C -1.000 1.517 -2.208
6 C -0.527 0.595 -3.136
7 C 0.699 -0.047 -2.928
8 H 2.834 -0.906 -0.495
9 H 3.572 0.062 -1.753
10 H 2.733 -1.405 -2.173
11 H 1.720 1.296 -0.137
12 H -0.270 2.893 -0.643
13 H -1.997 1.917 -2.348
14 H -1.100 0.401 -4.026
15 H 1.043 -0.723 -3.700
16 C 0.404 -0.648 2.869
17 C -0.835 -0.164 2.002
18 C -0.919 -1.022 0.731
19 C -2.139 -0.306 2.753
20 H 1.066 -1.203 2.205
21 H -0.073 -1.321 3.581
22 H 0.956 0.189 3.286
23 H -0.561 0.848 1.683
24 H -1.653 -1.838 0.704
25 H -1.266 -0.431 -0.125
26 H -0.016 -1.531 0.388
27 H -2.382 -1.360 2.867
28 H -2.186 0.226 3.706
29 H -2.927 0.190 2.177

Cartesian forces, eV/Å:
0.09 -0.41 -0.61
0.08 -0.07 0.86
1.61 -0.99 -1.13
0.63 -0.15 -0.64
0.05 0.19 -0.03
0.08 0.18 0.82
-0.96 0.20 -0.71
-0.31 0.17 0.15
-0.02 0.20 0.03
0.07 0.07 0.16
-0.62 0.94 0.71
-0.86 -0.29 0.46
0.18 0.38 -0.11
-0.18 -0.17 -0.09
0.22 -0.13 0.14
-1.51 0.01 -1.12
1.91 -0.98 -0.15
-0.69 -0.24 -1.38
-0.51 1.21 -0.19
0.16 -0.06 0.27
0.78 -0.05 0.53
-0.15 -0.11 0.47
-0.66 0.04 0.12
-0.10 0.06 0.84
0.21 0.15 0.11
0.34 0.43 0.29
-0.06 0.03 0.19
0.37 -0.26 0.20
-0.15 -0.37 -0.15

SMILES	Cc1ccccc1.CC(C)C
LUMO level	1.0	eV
maximum force	2.2	eV/A
highest occupied orbital energy	-9.0	eV
charge	0

Results of the natural (NBO) charge analysis, in e, for atoms 1 through 5:
1. C -0.637
2. C -0.014
3. C -0.214
4. C -0.220
5. C -0.221

---

Below is a structure of composition C11H18BF10N5O4SbTc in a non-equilibrium geometry, with properties calculated with ωB97M-V/def2-TZVPD.

CARTESIAN COORDINATES (ANGSTROEM)
1 Tc 0.098 -0.079 0.145
2 C -1.049 0.430 2.959
3 C -1.967 -0.536 2.203
4 N -1.111 -1.395 1.346
5 C -0.247 -2.309 2.165
6 C 1.186 -2.421 1.644
7 N 1.691 -1.129 1.072
8 C 2.449 -0.239 1.985
9 C 1.456 0.348 2.949
10 N 0.220 0.688 2.186
11 H -0.765 0.025 3.929
12 H -1.557 1.362 3.134
13 H -2.664 -0.008 1.561
14 H -2.542 -1.148 2.900
15 H -1.700 -1.955 0.743
16 H -0.700 -3.300 2.187
17 H -0.265 -1.935 3.185
18 H 1.249 -3.159 0.852
19 H 1.850 -2.734 2.450
20 H 2.306 -1.355 0.296
21 H 2.920 0.522 1.367
22 H 3.231 -0.804 2.494
23 H 1.849 1.239 3.435
24 H 1.193 -0.366 3.727
25 H 0.239 1.685 1.970
26 O -0.516 -2.139 -5.307
27 C -0.878 -0.928 -5.246
28 O -1.284 -0.250 -6.288
29 C -0.845 -0.260 -3.950
30 C -1.161 1.086 -3.743
31 N -1.000 1.334 -2.456
32 N -0.617 0.212 -1.803
33 C -0.493 -0.724 -2.685
34 C 0.089 -1.960 -2.122
35 O 0.300 -3.007 -2.714
36 O 0.381 -1.777 -0.841
37 H -0.216 -2.522 -4.426
38 H -1.480 1.838 -4.450
39 H -1.098 2.230 -1.957
40 F -1.258 1.399 0.265
41 Sb -2.031 3.580 0.583
42 F -0.890 3.747 -0.904
43 F -0.484 3.506 1.654
44 F -2.544 5.326 0.777
45 F -2.938 2.795 2.005
46 F -3.286 2.847 -0.588
47 F 2.332 0.059 -2.893
48 B 3.369 0.277 -2.088
49 F 1.458 1.201 -0.369
50 F 3.583 -0.614 -1.123
51 F 4.138 1.317 -2.214

Cartesian forces, eV/Å:
0.29 1.00 -0.64
-0.02 -0.33 0.00
-0.01 0.16 0.19
0.30 0.28 -0.15
0.19 -0.11 0.07
-0.12 -0.09 0.02
-0.25 0.04 0.06
0.09 0.12 0.07
0.19 -0.05 0.15
-0.20 -0.13 -0.24
-0.01 0.05 -0.05
-0.18 0.33 0.02
-0.05 0.06 -0.03
0.03 -0.01 0.00
-0.15 -0.16 -0.22
0.01 -0.01 0.01
0.01 -0.02 0.00
0.01 -0.01 0.00
0.00 0.01 0.00
0.18 -0.08 -0.27
0.01 0.04 -0.01
0.02 -0.03 -0.02
-0.02 0.02 0.02
0.02 0.02 -0.02
0.01 0.32 -0.06
1.05 -2.78 0.84
-2.57 4.83 -5.54
1.94 -3.08 5.19
0.01 0.41 0.55
0.07 -0.42 -0.23
0.02 0.52 1.07
-0.02 1.88 1.76
0.16 -1.69 -1.92
-0.05 -1.52 -2.07
-0.38 1.94 1.13
0.17 0.31 1.08
-0.32 0.22 -1.18
0.00 -0.04 -0.03
0.04 -0.36 -0.17
0.39 -0.55 0.24
-0.14 0.01 -0.30
-0.01 -0.03 -0.03
0.05 -0.10 0.04
0.05 -0.10 -0.01
0.00 -0.14 0.09
0.16 0.15 0.13
0.24 0.05 0.23
-0.23 0.15 -0.42
-0.89 -0.91 0.43
-0.03 -0.13 0.23
-0.07 -0.07 0.02

LUMO level (alpha / beta)	-9.5 / -10.2	eV
maximum force	7.8	eV/A
highest occupied orbital energy (alpha / beta)	-15.3 / -15.3	eV
spin multiplicity	3
⟨S²⟩	2.02
charge	+2

Results of the natural (NBO) charge analysis, in e, for atoms 1 through 5:
1. Tc 1.692
2. C -0.255
3. C -0.249
4. N -0.550
5. C -0.254

---

Below is a structure of composition C11H18BF2NO8S2Ta in a non-equilibrium geometry, with properties calculated with ωB97M-V/def2-TZVPD.

CARTESIAN COORDINATES (ANGSTROEM)
1 Ta 0.888 0.001 0.308
2 C 0.100 3.434 -1.461
3 O -0.044 2.026 -1.588
4 C -1.231 1.689 -2.285
5 C -1.161 0.218 -2.592
6 O -1.089 -0.561 -1.406
7 C -2.330 -1.020 -0.883
8 C -2.023 -2.232 -0.047
9 O -1.245 -1.821 1.062
10 C -0.797 -2.938 1.816
11 H -0.759 3.868 -0.942
12 H 0.196 3.886 -2.452
13 H 1.000 3.640 -0.890
14 H -1.298 2.263 -3.217
15 H -2.110 1.939 -1.674
16 H -0.245 0.003 -3.140
17 H -2.016 -0.100 -3.195
18 H -2.994 -1.305 -1.705
19 H -2.814 -0.240 -0.286
20 H -1.458 -2.951 -0.646
21 H -2.952 -2.706 0.295
22 H -1.651 -3.527 2.167
23 H -0.241 -2.562 2.670
24 H -0.138 -3.567 1.212
25 O 0.928 -0.405 2.304
26 N 0.157 0.150 3.248
27 C 0.433 -0.227 4.522
28 C -0.307 0.261 5.554
29 C -1.348 1.158 5.258
30 C -1.599 1.524 3.968
31 C -0.827 1.012 2.899
32 S -1.030 1.428 1.271
33 H 1.263 -0.912 4.595
34 H -0.077 -0.044 6.563
35 H -1.954 1.566 6.056
36 H -2.389 2.218 3.720
37 O 3.243 -2.281 -1.824
38 S 2.179 -1.821 -1.010
39 O 0.980 -2.623 -0.860
40 O 2.565 -1.342 0.392
41 O 1.616 -0.395 -1.506
42 F 2.163 2.474 1.818
43 B 2.196 1.784 0.657
44 F 3.059 2.300 -0.229

Cartesian forces, eV/Å:
-0.97 0.87 -0.15
0.00 -0.03 0.09
-0.09 -0.04 0.06
0.05 0.06 0.08
0.04 -0.16 -0.15
0.02 0.22 0.23
-0.01 -0.05 -0.01
-0.02 -0.03 -0.01
0.15 0.03 0.02
0.04 -0.14 -0.02
-0.03 0.00 0.00
-0.02 0.01 0.01
0.05 -0.07 0.00
0.02 -0.04 -0.03
0.01 -0.02 0.01
0.01 0.05 0.01
-0.01 0.04 0.03
0.04 0.00 0.00
0.01 -0.03 0.00
0.01 0.00 -0.01
-0.01 0.07 0.04
-0.01 0.03 0.00
0.00 0.02 -0.01
-0.01 0.02 -0.01
0.00 0.03 0.09
0.19 -0.19 -0.16
-0.08 0.08 -0.15
0.02 0.01 -0.08
-0.03 -0.01 0.14
0.06 -0.03 -0.22
-0.06 0.02 0.43
0.18 -0.01 -0.21
0.00 0.00 0.06
-0.02 0.02 0.01
0.01 -0.01 0.01
0.00 0.00 0.00
0.12 -0.05 0.04
-0.26 0.70 0.01
0.16 -0.51 -0.28
-0.09 -0.24 -0.14
0.29 -0.81 0.21
0.03 -0.05 -0.01
0.25 0.25 0.08
-0.04 0.01 0.01

LUMO level (alpha / beta)	-0.2 / -0.4	eV
maximum force	1.3	eV/A
highest occupied orbital energy (alpha / beta)	-6.9 / -8.8	eV
spin multiplicity	2
⟨S²⟩	0.75
charge	0

Results of the natural (NBO) charge analysis, in e, for atoms 1 through 5:
1. Ta 1.666
2. C -0.248
3. O -0.534
4. C -0.091
5. C -0.082

---

Below is a structure of composition C11H18Br12O5S in a non-equilibrium geometry, with properties calculated with ωB97M-V/def2-TZVPD.

CARTESIAN COORDINATES (ANGSTROEM)
1 O -3.916 6.724 2.019
2 C -3.623 7.812 1.588
3 O -2.597 7.984 0.752
4 C -2.409 9.317 0.343
5 C -3.602 10.072 1.004
6 C -4.283 9.101 1.940
7 H -2.592 9.399 -0.729
8 H -1.445 9.757 0.598
9 H -4.386 10.431 0.337
10 H -3.189 10.917 1.555
11 H -5.327 8.968 1.656
12 H -4.245 9.395 2.989
13 O -6.822 9.245 0.818
14 S -7.662 8.147 0.330
15 O -7.621 7.692 -1.088
16 O -7.519 6.833 1.314
17 C -6.242 6.601 1.904
18 C -6.718 5.916 3.182
19 C -9.485 8.487 0.754
20 H -5.750 7.565 2.036
21 H -5.623 5.965 1.272
22 H -7.130 6.646 3.878
23 H -5.802 5.392 3.456
24 H -7.498 5.171 3.029
25 H -9.601 8.764 1.802
26 H -10.075 7.616 0.469
27 H -9.781 9.319 0.115
28 C -10.642 5.703 2.569
29 Br -9.844 3.900 2.253
30 Br -11.492 6.385 0.947
31 Br -9.382 7.001 3.340
32 H -11.417 5.582 3.326
33 C -10.156 12.360 0.637
34 Br -9.161 13.654 1.840
35 Br -12.055 12.873 0.480
36 Br -9.981 10.474 1.091
37 H -9.790 12.448 -0.385
38 C -4.296 3.617 1.698
39 Br -4.060 5.153 2.891
40 Br -2.502 2.842 1.237
41 Br -5.433 4.214 0.148
42 H -4.919 2.879 2.203
43 C -11.978 9.777 -1.486
44 Br -11.540 8.503 0.046
45 Br -10.330 10.544 -2.229
46 Br -13.130 11.303 -0.966
47 H -12.471 9.247 -2.301

Cartesian forces, eV/Å:
2.39 11.33 -6.42
1.54 2.35 0.41
0.28 -1.36 0.04
-2.18 1.53 -0.49
0.37 1.14 0.52
0.59 0.14 -0.37
0.57 -0.38 -0.10
0.03 -0.59 0.19
0.53 0.12 -0.46
-0.27 0.17 -0.09
0.55 0.63 0.30
0.20 -0.46 0.07
-1.11 -1.19 -1.11
-1.74 -1.53 -0.77
0.22 1.35 3.18
-0.44 2.28 -3.34
-1.81 0.07 0.89
1.00 0.04 0.27
7.20 -5.54 -0.78
-1.01 -0.90 0.51
-0.98 0.82 0.37
0.83 -0.28 0.24
-2.17 0.42 1.57
0.14 0.10 -0.47
0.49 -1.47 -0.10
4.34 -0.69 0.92
2.72 -3.53 -2.42
0.39 -0.79 0.49
-0.44 1.18 0.20
-0.74 -5.97 3.03
-2.36 -0.76 0.82
0.21 -0.10 -0.28
-0.76 1.68 1.17
-0.42 -0.91 -0.84
4.36 5.73 5.42
-0.30 13.20 3.50
0.26 0.18 0.45
0.43 -0.19 1.17
2.75 -14.73 5.17
-1.54 0.51 0.05
1.02 -1.56 -0.39
0.39 -0.12 -0.51
-0.53 0.63 0.25
-11.85 4.63 -7.18
-0.23 -0.43 -0.29
-3.20 -6.54 -5.18
0.30 -0.20 0.37

LUMO level	-1.0	eV
maximum force	15.9	eV/A
highest occupied orbital energy	-6.9	eV
charge	0

Results of the natural (NBO) charge analysis, in e, for atoms 1 through 5:
1. O -0.751
2. C 0.874
3. O -0.456
4. C -0.072
5. C -0.436